# 1
Below is a 2-piece molecular cluster, C4H10O4 overall, with properties calculated with ωB97M-V/def2-TZVPD.

Geometry as XYZ:
```
18
C4H10O4 ωB97M-V/def2-TZVPD
O 1.523 1.854 1.361
C 1.262 1.080 0.474
O 1.377 1.462 -0.813
C 0.903 -0.356 0.627
C -0.418 -0.783 -0.033
C -0.476 -2.251 -0.430
O -1.480 -0.434 0.863
H 1.517 2.421 -0.825
H 0.850 -0.514 1.706
H 1.716 -1.003 0.287
H -0.581 -0.135 -0.893
H -0.749 -2.431 -1.472
H -1.069 -2.835 0.263
H 0.544 -2.649 -0.506
H -1.440 -1.030 1.619
H -1.285 2.509 -1.519
H -1.265 2.245 -0.017
O -0.928 2.851 -0.691
```

**ΔE to the lowest compared entry with this formula, charge and spin**: 38.56 kJ/mol
**F_max**: 1.58 eV/Å
**HOMO energy**: -0.379 Eh
**HOMO-LUMO gap**: 10.95 eV
**SMILES**: C[C@@H](O)CC(=O)O.O

Atomic partial charges in e from the Mulliken method, atoms 1 to 6:
1 O -0.59
2 C 0.39
3 O -0.41
4 C -0.36
5 C 0.25
6 C -1.21

---

# 2
Below is C5H12N2 as an isolated structure, with properties calculated with ωB97M-V/def2-TZVPD.

Geometry as XYZ:
```
19
C5H12N2 ωB97M-V/def2-TZVPD
C 0.023 1.365 1.131
C 0.165 1.031 2.608
N 0.269 0.181 0.290
H 1.158 -0.253 0.518
H -0.635 -0.903 0.294
H -0.994 1.694 0.905
H 0.707 2.175 0.849
H -0.125 1.888 3.212
H 1.205 0.790 2.857
H -0.472 0.189 2.880
C 0.166 0.365 -1.136
C -1.239 -2.274 -1.555
C 1.147 0.035 -1.989
N -1.435 -1.486 -0.615
H -0.753 0.848 -1.432
H -1.088 -3.365 -1.498
H -1.126 -1.910 -2.596
H 2.014 -0.524 -1.671
H 1.013 0.152 -3.051
```

**ΔE to the lowest compared entry with this formula, charge and spin**: 415.19 kJ/mol
**F_max**: 2.27 eV/Å
**HOMO energy**: -0.247 Eh
**HOMO-LUMO gap**: 7.60 eV

Atomic partial charges in e from the Mulliken method, atoms 1 to 6:
1 C -0.39
2 C -1.20
3 N -0.32
4 H 0.30
5 H 0.49
6 H 0.33

---

# 3
Below is C32H36CsGe2N2O5 as an isolated structure, with properties calculated with ωB97M-V/def2-TZVPD.

Geometry as XYZ:
```
78
C32H36CsGe2N2O5 ωB97M-V/def2-TZVPD
Cs -0.499 0.375 -2.586
O 3.156 -0.506 -2.369
C 3.295 -1.742 -1.704
C 2.587 -2.862 -2.442
N 1.147 -2.649 -2.439
C 0.511 -3.318 -1.310
C -0.829 -2.651 -0.994
O -1.837 -3.059 -1.563
O -0.829 -1.636 -0.193
C 0.533 -2.946 -3.724
C 1.014 -2.023 -4.871
O 0.800 -2.446 -6.015
O 1.544 -0.920 -4.539
H 2.542 -0.642 -3.135
H 2.882 -1.666 -0.688
H 4.363 -1.981 -1.605
H 2.849 -3.837 -1.996
H 2.943 -2.872 -3.474
H 1.175 -3.241 -0.448
H 0.327 -4.385 -1.518
H -0.550 -2.829 -3.632
H 0.703 -3.991 -4.031
C -1.448 3.649 1.163
C -2.727 4.148 0.963
C -3.262 4.129 -0.311
C -2.515 3.614 -1.383
N -1.286 3.122 -1.176
C -0.784 3.145 0.060
C -3.073 3.588 -2.760
C -3.819 4.706 -3.163
C -4.401 4.743 -4.419
C -4.236 3.644 -5.256
C -3.486 2.552 -4.829
C -2.852 2.453 -3.572
H -0.995 3.606 2.145
H -3.309 4.522 1.798
H -4.269 4.479 -0.494
H 0.211 2.725 0.178
H -3.924 5.565 -2.503
H -4.964 5.613 -4.742
H -4.689 3.646 -6.245
H -3.387 1.725 -5.534
C 4.261 0.138 1.057
Ge 2.616 0.464 2.100
C 2.357 2.422 1.987
C 3.174 0.144 3.992
Ge 0.608 -0.807 1.159
C -0.900 0.077 2.121
C -2.193 0.170 1.600
C -3.207 0.811 2.302
C -2.957 1.374 3.544
C -1.680 1.291 4.083
C -0.671 0.651 3.375
C 0.827 -2.540 2.093
C 2.089 -3.070 2.365
C 2.237 -4.303 2.988
C 1.116 -5.033 3.356
C -0.149 -4.525 3.087
C -0.289 -3.295 2.459
H 5.053 0.795 1.426
H 4.091 0.344 -0.001
H 4.601 -0.896 1.151
H 3.166 2.936 2.512
H 1.406 2.726 2.426
H 2.372 2.740 0.943
H 4.138 0.627 4.182
H 3.270 -0.924 4.191
H 2.440 0.553 4.689
H -2.408 -0.273 0.637
H -4.196 0.879 1.863
H -3.749 1.879 4.087
H -1.470 1.722 5.056
H 0.317 0.586 3.820
H 2.975 -2.512 2.078
H 3.229 -4.695 3.185
H 1.226 -5.995 3.843
H -1.031 -5.093 3.363
H -1.281 -2.914 2.239
```

**Net charge**: -2
**F_max**: 0.18 eV/Å
**HOMO energy (spin up / spin down)**: -0.050 / -0.061 Eh
**HOMO-LUMO gap (spin up / spin down)**: 5.35 / 5.64 eV
**Spin multiplicity**: 2

Atomic partial charges in e from the Mulliken method, atoms 1 to 6:
1 Cs 1.26
2 O -0.57
3 C 1.10
4 C -1.62
5 N 0.95
6 C -0.42

---

# 4
Below is one molecule with the formula C2H4ClFN2, with properties calculated with ωB97M-V/def2-TZVPD.

Geometry as XYZ:
```
10
C2H4ClFN2 ωB97M-V/def2-TZVPD
C -0.125 -0.204 0.146
C 0.382 -1.392 -0.694
H -1.151 1.796 1.018
H 0.017 2.826 0.309
H -0.913 -0.383 0.879
H 1.266 -1.019 -1.238
N -0.158 1.951 0.794
N 0.430 0.961 0.019
F -0.536 -1.785 -1.624
Cl 0.788 -2.751 0.390
```

**ΔE to the lowest compared entry with this formula, charge and spin**: 116.26 kJ/mol
**F_max**: 2.52 eV/Å
**HOMO energy**: -0.351 Eh
**HOMO-LUMO gap**: 10.45 eV
**SMILES**: N/N=C/[C@H](F)Cl

Atomic partial charges in e from the Mulliken method, atoms 1 to 6:
1 C -0.20
2 C 0.21
3 H 0.26
4 H 0.27
5 H 0.31
6 H 0.22

---

# 5
Below is one molecule with the formula C6H9N3O, with properties calculated with ωB97M-V/def2-TZVPD.

Geometry as XYZ:
```
19
C6H9N3O ωB97M-V/def2-TZVPD
C 2.605 0.052 -0.350
C 1.265 0.636 -0.215
C -2.198 0.698 0.248
C -2.170 -0.851 0.251
C -0.746 -1.171 -0.281
C 0.090 0.026 -0.096
H 3.403 -0.016 1.378
H 3.221 0.854 -0.877
H 2.673 -0.824 -1.028
H -2.598 1.133 1.127
H -2.612 1.145 -0.901
H -2.187 -1.067 1.337
H -2.983 -1.516 -0.262
H -0.274 -2.138 0.214
H -0.736 -1.674 -1.445
N 1.099 1.982 -0.062
N -0.186 2.292 0.180
N -0.823 1.088 0.101
O 3.157 -0.649 0.682
```

**ΔE to the lowest compared entry with this formula, charge and spin**: 342.51 kJ/mol
**F_max**: 5.73 eV/Å
**HOMO energy**: -0.347 Eh
**HOMO-LUMO gap**: 10.18 eV
**SMILES**: OCc1nnn2c1CCC2

Atomic partial charges in e from the Mulliken method, atoms 1 to 6:
1 C -0.70
2 C 0.25
3 C -0.52
4 C -0.51
5 C -0.49
6 C 0.40

---

# 6
Below is C33H73Cl2I2N9O9P5 as an isolated structure, with properties calculated with ωB97M-V/def2-TZVPD.

Geometry as XYZ:
```
133
C33H73Cl2I2N9O9P5 ωB97M-V/def2-TZVPD
C 5.343 -1.701 4.890
C 4.521 -2.264 3.698
O 4.875 -1.701 2.444
C 2.971 -2.124 4.009
O 2.376 -1.655 2.812
N 0.980 -1.371 2.790
P 0.113 -1.963 4.324
C -1.719 -1.894 4.146
O 0.429 -0.830 5.509
C 0.858 0.095 2.437
C -0.494 0.809 2.711
O -1.483 0.627 1.701
C -2.329 1.754 1.759
C -3.048 2.000 2.931
C -3.858 3.107 3.064
C -3.989 4.033 2.021
C -3.278 3.774 0.865
C -2.459 2.661 0.726
P 2.015 1.470 3.133
N 3.593 0.902 3.501
O 1.373 1.850 4.628
C 1.378 0.087 0.924
I 1.069 1.954 -0.137
C 1.162 -1.308 0.208
C 2.558 -1.744 -0.369
C 3.252 -0.734 -1.315
C 4.482 -0.027 -0.670
Cl 4.623 1.707 -1.173
P -0.153 -1.761 -1.067
O 0.661 -1.989 -2.526
I -1.709 0.009 -1.688
C 0.669 -2.162 1.533
Cl -1.117 -2.400 1.158
C 1.228 -3.621 1.626
C 0.539 -4.717 0.785
O 1.588 -5.660 0.455
C -0.558 -5.556 1.482
N -0.314 -5.801 2.906
H 4.902 -0.785 5.300
H 6.402 -1.585 4.626
H 5.268 -2.467 5.681
H 4.801 -3.332 3.656
H 5.780 -1.376 2.520
H 2.931 -1.435 4.866
H 2.707 -3.151 4.301
H -2.115 -1.286 3.322
H -2.057 -2.928 3.974
H -2.173 -1.564 5.097
H -0.232 -1.015 6.197
H -0.281 1.897 2.711
H -0.853 0.611 3.734
H -2.980 1.345 3.803
H -4.397 3.311 3.990
H -4.613 4.911 2.173
H -3.347 4.497 0.051
H -1.905 2.535 -0.200
H 3.770 0.991 4.502
H 4.264 1.536 3.071
H 1.824 1.332 5.313
H 2.464 0.180 1.102
H 3.202 -1.895 0.513
H 2.479 -2.724 -0.862
H 3.686 -1.333 -2.133
H 2.584 -0.026 -1.821
H 4.469 -0.094 0.427
H 5.420 -0.487 -1.002
H 0.878 -1.140 -2.943
H 2.291 -3.649 1.352
H 1.231 -3.942 2.683
H 0.155 -4.414 -0.198
H 1.738 -6.185 1.255
H -1.549 -5.114 1.268
H -0.568 -6.534 0.977
H -1.010 -6.416 3.314
H -0.451 -4.915 3.395
O -4.521 -3.630 -3.801
P -3.791 -4.955 -3.889
N -2.374 -4.461 -3.048
C -1.008 -4.841 -3.332
C -2.569 -4.342 -1.614
N -3.599 -4.914 -5.622
C -2.598 -4.036 -6.218
C -4.876 -4.720 -6.310
N -3.299 -6.677 -3.869
C -2.630 -7.334 -4.978
C -4.405 -7.537 -3.403
H -0.776 -5.867 -3.005
H -0.323 -4.167 -2.816
H -0.761 -4.750 -4.386
H -2.528 -5.327 -1.120
H -3.540 -3.893 -1.389
H -1.811 -3.688 -1.165
H -2.599 -3.031 -5.780
H -2.760 -3.945 -7.293
H -1.599 -4.466 -6.123
H -5.201 -3.674 -6.297
H -5.663 -5.318 -5.842
H -4.798 -5.049 -7.349
H -3.273 -7.464 -5.852
H -2.304 -8.326 -4.650
H -1.729 -6.806 -5.282
H -5.204 -7.610 -4.150
H -4.839 -7.127 -2.485
H -4.051 -8.543 -3.169
O -1.103 6.945 0.240
P 0.018 7.818 -0.294
N -0.826 8.436 -1.653
C -0.294 8.700 -2.970
C -1.821 9.445 -1.305
N 1.069 6.479 -0.697
C 0.794 5.674 -1.879
C 1.284 5.594 0.442
N 1.380 8.960 -0.514
C 2.612 8.618 -1.202
C 1.716 9.632 0.758
H 0.316 9.615 -3.008
H -1.115 8.823 -3.680
H 0.299 7.874 -3.354
H -1.356 10.427 -1.137
H -2.355 9.165 -0.395
H -2.571 9.543 -2.092
H -0.266 5.408 -1.976
H 1.382 4.752 -1.862
H 1.115 6.189 -2.785
H 0.437 4.916 0.603
H 1.430 6.168 1.362
H 2.188 4.995 0.293
H 3.224 7.896 -0.655
H 3.203 9.529 -1.333
H 2.427 8.233 -2.203
H 2.198 8.946 1.464
H 0.807 10.019 1.230
H 2.377 10.484 0.590
```

**ΔE to the lowest compared entry with this formula, charge and spin**: 0.00 kJ/mol
**Net charge**: +1
**F_max**: 7.07 eV/Å
**HOMO energy**: -0.348 Eh
**HOMO-LUMO gap**: 6.95 eV

Atomic partial charges in e from the Mulliken method, atoms 1 to 6:
1 C -1.41
2 C -0.06
3 O -0.42
4 C -1.32
5 O 1.32
6 N 0.13

---

# 7
Below is C24H55CsN6O3PSi2 as an isolated structure, with properties calculated with ωB97M-V/def2-TZVPD.

Geometry as XYZ:
```
92
C24H55CsN6O3PSi2 ωB97M-V/def2-TZVPD
Cs 9.012 11.702 11.560
N 10.913 11.635 14.421
C 10.576 10.451 15.220
C 9.333 9.672 14.792
N 9.309 9.212 13.408
C 10.522 8.466 13.032
C 11.616 9.207 12.222
N 11.288 9.723 10.890
C 8.071 8.512 13.033
C 6.696 9.200 13.233
N 6.288 10.248 12.358
H 11.946 11.767 14.398
H 10.458 12.482 14.772
H 10.421 10.674 16.300
H 11.428 9.738 15.231
H 8.446 10.311 14.957
H 9.210 8.789 15.481
H 10.227 7.556 12.460
H 11.024 8.097 13.950
H 12.470 8.497 12.227
H 11.965 10.041 12.834
H 10.886 9.032 10.262
H 12.120 10.150 10.454
H 7.991 7.548 13.616
H 8.190 8.245 11.974
H 6.723 9.559 14.269
H 5.977 8.346 13.258
H 5.699 10.950 12.808
H 5.948 9.916 11.460
C 9.443 14.934 10.937
Si 8.290 14.484 9.489
C 9.247 15.324 8.089
C 6.623 15.314 9.817
N 8.059 12.825 9.111
C 7.283 12.184 8.285
C 6.597 12.900 7.231
C 5.758 12.331 6.327
C 5.509 10.950 6.406
C 6.064 10.169 7.391
C 7.040 10.602 8.374
N 7.588 9.763 9.151
Si 7.742 8.025 8.856
C 8.311 7.705 7.080
C 6.104 7.075 9.157
C 8.983 7.039 9.947
H 9.919 15.931 10.870
H 10.323 14.270 11.059
H 8.931 14.888 11.916
H 9.455 16.399 8.223
H 8.716 15.185 7.139
H 10.196 14.783 7.946
H 6.646 16.342 10.223
H 6.084 14.676 10.557
H 6.031 15.298 8.898
H 6.821 13.964 7.187
H 5.296 12.929 5.551
H 4.896 10.480 5.653
H 5.808 9.121 7.396
H 7.784 8.408 6.402
H 8.175 6.666 6.741
H 9.391 7.933 7.002
H 5.362 7.315 8.403
H 5.682 7.391 10.117
H 6.249 5.989 9.184
H 9.887 7.592 10.217
H 9.342 6.175 9.348
H 8.510 6.647 10.858
C 4.913 13.092 15.788
C 6.176 12.283 16.025
O 7.410 13.073 15.843
P 7.802 13.755 14.393
O 9.340 14.189 14.677
C 9.625 15.019 15.839
C 11.052 15.499 15.739
O 6.975 15.159 14.492
C 6.404 15.900 13.341
C 5.734 17.133 13.888
H 4.103 12.454 16.172
H 4.721 13.280 14.729
H 4.883 14.034 16.342
H 6.254 11.441 15.334
H 6.236 11.938 17.064
H 9.449 14.406 16.750
H 8.892 15.851 15.853
H 11.793 14.678 15.772
H 11.235 16.094 16.639
H 11.210 16.138 14.856
H 5.690 15.236 12.838
H 7.246 16.156 12.663
H 4.946 16.848 14.588
H 5.292 17.674 13.055
H 6.451 17.773 14.415
```

**ΔE to the lowest compared entry with this formula, charge and spin**: 0.00 kJ/mol
**Net charge**: -1
**F_max**: 7.37 eV/Å
**HOMO energy**: -0.033 Eh
**HOMO-LUMO gap**: 2.45 eV

Atomic partial charges in e from the Mulliken method, atoms 1 to 6:
1 Cs 1.26
2 N -0.10
3 C -0.98
4 C -0.03
5 N 0.99
6 C -0.99

---

# 8
Below is an isolated ion of composition C9H9N2O and charge +1, with properties calculated with ωB97M-V/def2-TZVPD.

Geometry as XYZ:
```
21
C9H9N2O ωB97M-V/def2-TZVPD
C 3.637 -1.077 -0.229
C 2.467 -1.883 -0.143
C 3.577 0.273 -0.237
C 1.258 -1.186 0.072
C 2.318 0.956 -0.188
C 1.111 0.178 -0.054
C 2.534 2.287 0.032
C -0.887 1.536 -0.972
C -3.026 0.900 0.289
N -0.225 0.560 -0.131
N -2.168 1.600 -0.759
O 2.966 3.306 0.339
H 4.575 -1.599 -0.281
H 2.327 -2.905 -0.206
H 4.491 0.763 -0.283
H 0.342 -1.809 0.068
H -2.564 -0.160 0.568
H -3.972 0.792 -0.104
H -3.173 1.580 1.096
H -0.833 -0.160 0.302
H -2.775 2.337 -1.118
```

**ΔE to the lowest compared entry with this formula, charge and spin**: 270.81 kJ/mol
**Net charge**: +1
**F_max**: 4.85 eV/Å
**HOMO energy**: -0.452 Eh
**HOMO-LUMO gap**: 7.07 eV

Atomic partial charges in e from the Mulliken method, atoms 1 to 6:
1 C -0.70
2 C -0.62
3 C -0.57
4 C -0.54
5 C 0.58
6 C 0.81